No. 1
This record from the Open Molecules 2025 dataset describes a 2-piece molecular cluster, CHBrF2 overall. The level of theory is ωB97M-V/def2-TZVPD.

Calculated values
E_HOMO (alpha / beta) (eV): -9.14 / -11.45

Geometry as ORCA input:
```
! RIJCOSX wB97M-V def2-TZVPD def2/J DEFGRID3
* xyz 0 3
Br -1.29302 -1.18014 0.12242
H 1.92915 -1.27358 -0.66513
F -0.22098 1.01192 -0.92165
C -0.15733 0.34297 0.19170
F -0.25781 1.09883 1.27266
*
```

The net atomic charges from natural (NBO), expressed in e, are:
1. Br 0.016
2. H -0.003
3. F -0.308
4. C 0.607
5. F -0.312

No. 2
This record from the Open Molecules 2025 dataset describes a 2-piece molecular cluster, C4H7NO overall. The level of theory is ωB97M-V/def2-TZVPD.

Calculated values
E_HOMO (eV): -9.67

Geometry as ORCA input:
```
! RIJCOSX wB97M-V def2-TZVPD def2/J DEFGRID3
* xyz 0 1
C -2.03967 -0.47723 -0.89764
H 0.22428 -1.48749 0.15882
C 2.94202 0.65144 0.04655
H -2.92823 -1.05381 -0.70659
H 0.39064 -0.49785 1.59263
C -1.32568 -0.10497 0.36189
N 2.78004 1.83800 0.13751
H 2.19066 2.43917 0.69286
O 3.43111 -0.41448 -0.10047
H -2.22534 0.35268 -1.46283
C -0.12037 -0.65486 0.71071
H -1.81892 0.65799 0.95945
H -1.50056 -1.24859 -1.49288
*
```

Atomic partial charges in e from the natural (NBO) method, atoms 1 to 6:
1. C -0.650
2. H 0.190
3. C 0.857
4. H 0.219
5. H 0.190
6. C -0.147

No. 3
This record from the Open Molecules 2025 dataset describes C9H14GdN2P as an isolated structure. The level of theory is ωB97M-V/def2-TZVPD.

Calculated values
E_HOMO (alpha / beta) (eV): -4.21 / -7.43

Geometry as ORCA input:
```
! RIJCOSX wB97M-V def2-TZVPD def2/J DEFGRID3
* xyz 0 8
H -0.84642 -2.92590 -0.04461
H 1.73112 -2.42414 0.63652
H 1.98585 3.11255 4.07801
H -2.86583 1.33478 -0.49716
N 3.03260 1.59827 2.95023
H 4.30278 1.41982 4.62321
H -1.44813 -1.38632 -2.20762
C -0.16759 -2.22802 -0.53671
N 1.31654 1.03722 1.65619
C 2.60869 0.79832 1.95200
C 1.98013 2.35821 3.30195
C -0.49148 -1.38704 -1.68058
H 0.78365 -0.02024 -2.95007
H 4.79068 2.66662 3.40582
C 0.68398 -0.67913 -2.08763
C 1.68526 -0.96341 -1.10539
H -2.96280 0.10068 1.21265
P -1.97032 0.86331 0.51625
Gd 0.00000 0.00000 0.00000
H -0.07360 2.43842 2.52685
H 3.22395 0.06630 1.44470
C 0.91649 2.00946 2.49844
H 2.70702 -0.57756 -1.10955
H -2.04615 2.02139 1.34629
C 1.17384 -1.96682 -0.18207
C 4.36462 1.64905 3.53876
H 5.03649 0.91230 3.05013
*
```

Atomic partial charges in e from the Löwdin method, atoms 1 to 6:
1. H 0.110
2. H 0.105
3. H 0.125
4. H -0.138
5. N -0.135
6. H 0.102

No. 4
This record from the Open Molecules 2025 dataset describes C5H8N2 as an isolated structure. The level of theory is ωB97M-V/def2-TZVPD.

Calculated values
E_HOMO (eV): -8.67

Geometry as ORCA input:
```
! RIJCOSX wB97M-V def2-TZVPD def2/J DEFGRID3
* xyz 0 1
H -0.22458 0.12838 -2.06558
N 1.59263 -0.31971 0.61734
C -0.97515 1.11933 -0.40991
H 1.69514 -0.53023 -1.35365
H 0.29153 -2.16906 -0.63584
H -1.85965 3.16516 -0.07260
H -0.12631 -0.25526 2.16672
N 1.17632 -0.03171 -0.52300
C 0.96463 -0.54597 1.86012
H 1.76650 -0.35909 2.69984
C -0.31565 -0.19103 -0.76369
C -1.68382 2.06302 -0.20664
C -0.92985 -1.52343 -0.54787
H -1.70169 -1.61718 -1.53468
H -1.58450 -1.43431 0.54331
*
```

Atomic partial charges in e from the natural (NBO) method, atoms 1 to 6:
1. H 0.211
2. N -0.196
3. C -0.033
4. H 0.371
5. H 0.248
6. H 0.254

No. 5
This record from the Open Molecules 2025 dataset describes an isolated molecule of C2H5NS2. The level of theory is ωB97M-V/def2-TZVPD.

Calculated values
E_HOMO (eV): -8.44

Geometry as ORCA input:
```
! RIJCOSX wB97M-V def2-TZVPD def2/J DEFGRID3
* xyz 0 1
S -2.16587 -0.10412 -0.06987
H 1.07231 2.09989 0.32346
H -2.32587 -0.26219 1.23340
S 2.12362 -0.40296 0.01532
H -0.37214 -1.51369 -0.88229
H -0.61786 1.75678 0.17023
H -0.51913 -1.39227 0.83409
C -0.48036 -0.78002 -0.02059
C 0.62845 0.22943 -0.01316
N 0.36430 1.53259 -0.08622
*
```

Atomic partial charges in e from the natural (NBO) method, atoms 1 to 6:
1. S -0.042
2. H 0.407
3. H 0.121
4. S -0.134
5. H 0.266
6. H 0.398

No. 6
This record from the Open Molecules 2025 dataset describes a 20-piece molecular cluster, C88H140N20 overall. The level of theory is ωB97M-V/def2-TZVPD.

Calculated values
E_HOMO (eV): -7.40

Geometry as ORCA input:
```
! RIJCOSX wB97M-V def2-TZVPD def2/J DEFGRID3
* xyz 0 1
C 12.77478 12.88842 10.38807
C 2.41976 12.68309 8.50147
C 8.99777 15.62965 5.99836
H 11.94484 13.16366 8.43085
C 9.94572 16.41411 6.62791
C 10.13624 3.72779 11.26335
H 2.92466 10.57852 8.52573
H 4.62343 8.96901 17.25330
H 2.85565 15.67328 11.05468
C 2.44460 9.27001 15.93328
C 12.78415 13.27109 9.10198
H -2.50642 18.29688 10.29262
H 16.22966 15.72762 13.78391
H 5.26888 10.18251 18.31267
C 7.92557 11.38055 7.22865
H 8.69300 6.37672 12.29874
C 7.57073 12.54528 15.49355
H 0.84972 12.90567 11.34621
H 0.69893 15.69308 12.21479
H 0.77691 9.93045 17.15447
C 1.44096 9.07866 17.00748
C 6.96308 7.45050 14.17796
H 3.07124 8.03234 10.98704
N 7.51681 7.57722 15.47480
H 14.41631 14.24091 7.91707
H 10.27649 3.03584 10.44607
C 13.75958 12.15478 14.42574
C 7.52261 8.47885 13.44668
C 6.14777 15.63436 2.31201
N 13.95982 13.15517 10.98458
N 1.74637 11.07175 5.14000
N 3.77951 8.51051 7.80574
C 9.69426 15.17941 13.90326
H 2.36776 19.42004 3.90322
C 3.68490 14.66604 15.06562
H -0.84529 16.48404 11.04752
C 3.30143 10.42562 13.24833
H 6.09687 14.77387 5.53810
C 16.73316 12.71148 15.24786
C -0.60115 17.54091 11.15487
H 3.57241 15.09259 8.14496
C 9.80904 5.79415 8.09841
N 11.77865 8.80475 10.39352
C 3.96783 10.59716 14.61310
H 8.45536 11.51494 4.05673
C 6.00029 15.17744 4.54101
C 4.96926 10.00234 17.28026
H 7.55005 14.28307 3.32687
H 4.50758 11.54408 14.60231
C 14.05877 13.88691 8.87271
C 10.71462 10.22667 9.11533
H 1.73915 18.99004 6.30576
H 1.93959 20.34146 13.60294
C 4.80442 8.64726 9.77366
H 5.62571 14.96901 12.45178
C 8.47747 15.69009 13.43802
H 12.15185 12.59608 13.07354
H 1.87052 16.55298 13.23667
H 16.03962 11.97349 13.36080
H 5.62229 11.71977 7.19851
H 6.46650 19.69409 5.77243
N 7.58595 13.41210 10.91496
H 6.63609 5.56897 8.86793
H 3.23426 15.14070 6.46107
H 11.59759 14.98454 13.02667
H 7.52186 15.79298 13.93060
C 9.95447 15.91019 11.79639
H 10.39911 16.29009 10.88844
C 5.88522 11.99591 10.56557
H 5.63060 8.77875 10.45670
H 2.59596 11.21530 12.98981
H 5.72689 17.10243 14.24261
H 10.49272 10.99376 8.38820
N 3.49752 17.81884 5.90990
H 0.83547 19.38319 14.56853
H 2.73984 12.93999 7.50250
H 14.01101 11.17197 14.02703
C 6.54046 13.07076 10.03032
H 14.64427 14.57551 15.60404
C 6.34462 16.68519 9.83763
H 6.19385 18.05565 5.24212
C 1.57567 19.32773 13.77033
C 8.52651 12.27546 16.43238
H 3.26854 8.56310 16.03073
H 9.18636 13.33040 18.18896
C 10.03695 4.79872 13.31085
C 8.74157 11.18116 6.15163
H 9.94377 14.72813 14.85220
H 11.62765 11.57241 14.35379
C 10.53954 9.05159 11.01874
H 10.21228 5.04281 14.34819
C 7.40617 18.64308 9.84737
H 16.40413 11.78863 15.72554
N 6.62324 18.63999 10.94928
H 8.82587 5.11545 10.30946
N 8.62254 16.18958 12.15222
C 6.60003 11.62406 11.79530
H 8.56648 3.99613 7.85518
H 11.88955 13.33569 14.50866
H 4.04038 19.68513 5.06980
H 8.15356 19.40903 9.70198
C 3.12098 15.72068 7.37697
H 2.76876 9.51244 12.98287
C 6.71651 14.96822 3.37348
H 6.41389 15.62223 1.26538
H -0.02481 12.13473 4.78990
H 1.97464 8.98761 14.99122
C 11.81434 9.35477 9.16872
H 6.37754 6.59403 13.87794
H 13.88376 12.09981 15.50724
H 4.04819 10.51393 12.45925
H 1.93631 8.93106 17.96713
H 1.90499 7.75692 8.42118
H 11.00986 16.12207 8.53052
H -2.57083 18.13572 12.02555
C 8.59244 13.32217 17.28697
N 0.27420 17.64262 12.36997
C 5.09546 16.37350 2.87029
C 4.31314 19.00961 5.88059
H 7.91294 8.09293 9.27766
C 5.88869 17.49666 10.88681
H 5.26499 17.32106 11.75084
C 14.40986 14.51244 14.54142
C 9.89847 10.05326 10.24475
H 8.62980 15.69520 4.98510
C 3.06121 11.35140 5.24533
C 16.06987 12.92693 13.88820
N 2.49041 11.38188 8.95716
H 0.84910 18.68045 4.00667
C 6.60054 11.65132 6.74603
H 6.10686 18.44837 6.97783
H 3.95017 13.21069 13.39586
H 5.01103 11.50482 10.16427
N 5.02259 16.08381 4.18175
H 2.20125 17.66594 3.60970
H 1.67261 19.15013 11.73869
H 8.96019 10.54235 10.46112
N 14.65994 13.21156 13.91935
H 1.34346 10.19094 5.42623
H 5.97954 15.71156 9.54582
C 5.07085 15.10064 13.36896
H 0.12007 19.71247 12.24596
C 7.63224 12.48852 11.94089
H -0.02556 17.86510 10.28787
N 9.32460 4.79903 11.12876
H 2.07642 15.81753 7.67300
H 11.24179 2.99171 13.10054
H 2.11451 10.45396 10.86108
H 13.37240 14.78481 14.34755
C 2.10949 18.14793 5.72113
C 1.89707 18.49808 4.24460
H 14.77682 16.62174 13.98313
H 1.37830 17.39316 6.01059
C 1.05158 12.19550 4.85381
H 7.46709 8.63539 12.37953
H 8.70919 10.23751 13.90030
H 9.35745 13.87054 8.72848
C 4.18682 14.14737 13.87858
H 5.84255 9.11121 7.76135
H 1.53134 14.50159 9.49263
H 4.25999 11.93916 16.71976
C 3.87156 10.93701 16.90123
H 1.70112 14.24086 4.42908
H 8.27753 11.39148 8.24964
H 16.49761 13.53038 15.92759
C 10.24124 15.79162 7.84756
H 4.70181 9.80453 14.75840
H 7.22477 12.01427 14.61906
C 1.74830 13.44389 9.46801
H 4.20181 13.17039 5.03617
C 8.67760 5.02574 8.16170
C 7.65869 5.87265 8.69924
C 6.78221 11.64971 5.35976
H 3.20046 10.95345 17.75998
C 12.30340 12.39916 14.13485
C 7.51910 14.18040 17.00613
H 8.40634 12.59505 12.68642
H 4.40213 17.07619 2.43220
C 5.02183 8.83540 8.40690
C 0.88373 18.96714 12.46827
H 6.43855 13.61444 9.10273
H 8.25418 14.16316 10.81768
C 1.29771 16.59884 12.31045
C 8.22676 8.75096 15.47441
C 1.41322 12.56172 10.49148
H 15.64339 14.25531 10.44045
H 2.92490 17.36975 11.05934
H 2.32429 18.58598 14.04865
C 10.58580 15.32720 12.86770
H 10.81489 5.74552 7.70815
H 4.85614 16.76799 7.17233
H 10.46487 17.25463 6.19155
H 16.64706 13.53718 13.19355
C 5.19573 16.16221 14.22677
H -1.59418 19.43789 11.33136
H 3.05008 14.23861 15.82766
H 7.73080 17.19202 8.23596
C 15.14574 15.62926 13.72434
N 3.07331 10.54020 15.75399
H 12.42827 8.12462 10.76166
H 5.85720 10.15632 16.66711
C 2.20897 16.54919 11.10655
H 8.63565 9.07346 16.42056
H 17.82110 12.68758 15.18529
C 3.23418 12.69317 4.98771
C 9.30501 5.48805 12.34478
C 8.23532 7.11712 8.94559
N 6.86118 13.65780 15.92063
N 8.06164 11.41213 4.98113
H 6.28732 10.75888 12.36107
C -1.91164 18.40348 11.19979
C 1.98643 13.22494 4.65909
C 3.81582 17.09330 7.16966
H 12.65882 9.15350 8.52626
H 10.28266 8.63416 11.98112
H 6.09831 14.11425 15.44128
C 8.23381 9.31681 14.20482
H 1.68276 16.52206 10.15237
H 9.81004 11.02570 6.12669
C 9.38511 14.69320 8.02929
C 3.52704 8.23652 10.02946
H 4.37708 16.52742 4.81942
H 9.17772 11.41456 16.39806
H 3.70077 17.73300 8.04468
H 6.10888 12.01421 4.59807
H 7.97024 13.85203 6.70319
H 6.65747 19.23611 11.76388
C 2.04700 11.33879 10.24552
H 3.97085 19.51720 6.78241
H 3.76579 10.57166 5.49427
H 3.68160 8.37263 6.80999
C 7.23400 17.51847 9.13764
H 7.48238 6.87319 16.19816
C 14.74034 13.78650 10.07834
C 5.87600 18.79996 5.97225
C 10.57838 3.71209 12.64519
H 14.12439 13.00116 11.96911
N 4.31531 15.93046 15.26018
H 15.06103 15.43976 12.65429
N 9.54304 7.02541 8.59631
H 7.15817 15.06551 17.50884
H 0.83391 8.18291 16.87629
H 4.14528 16.63159 15.96702
C 2.85476 8.12322 8.78195
H 7.91653 16.66629 11.60963
H 11.99759 12.37318 10.93295
N 8.67022 14.56078 6.86999
H 10.19498 7.79445 8.53578
*
```

Atomic partial charges in e from the Löwdin method, atoms 1 to 6:
1. C -0.174
2. C -0.115
3. C -0.107
4. H 0.077
5. C -0.119
6. C -0.120

no.,total energy (Ha)
1,-2812.269343
2,-286.565893
3,-1567.449086
4,-304.521980
5,-930.325497
6,-4531.993561